{"formula": "C10H20OS", "method": "ωB97M-V/def2-TZVPD", "species": ["C", "C", "C", "C", "C", "C", "C", "C", "C", "C", "O", "S", "H", "H", "H", "H", "H", "H", "H", "H", "H", "H", "H", "H", "H", "H", "H", "H", "H", "H", "H", "H"], "positions_angstrom": [[-1.7003, 2.3689, 0.0917], [-2.0896, 1.1934, -0.7840], [-3.4242, 0.6031, -0.3638], [-1.0738, 0.0533, -0.8804], [0.2848, 0.4543, -1.4696], [1.2398, -0.6782, -1.2017], [0.9416, -1.3897, 0.1632], [0.8867, -2.9256, -0.0366], [2.0132, -1.0149, 1.2001], [2.0667, 0.4615, 1.6297], [3.0054, 0.7085, 2.6385], [-0.6847, -0.7502, 0.7420], [-1.6089, 2.0634, 1.1683], [-0.7398, 2.7621, -0.2364], [-2.4454, 3.1804, 0.0106], [-2.1358, 1.5665, -1.8050], [-3.4321, 0.4527, 0.6939], [-3.5819, -0.3654, -0.8459], [-4.2016, 1.2926, -0.6462], [-1.4703, -0.7507, -1.5406], [0.6791, 1.3744, -1.0062], [0.1765, 0.6107, -2.5611], [2.2582, -0.3400, -1.2832], [1.1121, -1.4160, -2.0142], [0.1704, -3.2391, -0.8025], [1.8774, -3.2888, -0.3992], [0.6400, -3.4775, 0.8582], [3.0145, -1.3431, 0.8959], [1.7978, -1.6331, 2.0696], [2.2978, 1.0950, 0.7980], [1.0832, 0.7411, 2.0155], [3.0432, 1.6304, 2.9013]], "lowdin_charge": [-0.08, -0.47, -0.08, -0.52, -0.21, -0.19, -0.70, -0.10, -0.19, -0.29, -0.06, 0.97, 0.09, 0.06, 0.09, 0.13, 0.06, 0.08, 0.08, 0.12, 0.10, 0.13, 0.11, 0.12, 0.08, 0.10, 0.07, 0.13, 0.11, 0.10, 0.08, 0.09], "total_charge": 0, "largest_force_ev_per_a": 1.66, "spin_multiplicity": 1, "homo_ha": -0.3077, "de_lowest_kcal_mol": 0.0}


{"formula": "C20H22ClNOPSm", "method": "ωB97M-V/def2-TZVPD", "species": ["Sm", "Cl", "P", "C", "C", "C", "C", "C", "C", "C", "C", "C", "C", "C", "C", "C", "C", "C", "C", "C", "C", "H", "H", "H", "H", "H", "H", "H", "H", "H", "H", "H", "H", "H", "H", "H", "H", "H", "C", "C", "N", "O", "H", "H", "H", "H", "H"], "positions_angstrom": [[-1.1945, 1.2183, -0.2184], [-0.4128, -0.0023, 1.8605], [-1.0081, -0.6106, -2.2773], [0.0029, -0.9246, -3.7144], [-0.4043, -0.4166, -4.9581], [0.4058, -0.6608, -6.0718], [1.6178, -1.3432, -5.9120], [2.0779, -1.7488, -4.6569], [1.2746, -1.5091, -3.5506], [-1.6179, -2.2057, -1.6296], [-2.4103, -2.2426, -0.4590], [-2.7315, -3.4431, 0.1801], [-2.3770, -4.6476, -0.4365], [-1.7411, -4.6382, -1.6888], [-1.3893, -3.4239, -2.2906], [-2.4680, 0.3731, -2.6962], [-2.6061, 1.7194, -2.2066], [-3.8970, 2.2571, -2.0174], [-4.9649, 1.5905, -2.5813], [-4.7860, 0.3864, -3.2742], [-3.5449, -0.2516, -3.3243], [-2.8573, -1.3149, -0.0700], [-3.2816, -3.4495, 1.1365], [-2.6869, -5.5931, 0.0102], [-1.5591, -5.5795, -2.2278], [-0.9596, -3.3879, -3.2915], [-1.3640, 0.1081, -5.0264], [0.0718, -0.3244, -7.0594], [2.2443, -1.5159, -6.7797], [3.0382, -2.2610, -4.5660], [1.5677, -1.8353, -2.5586], [-1.6953, 2.3373, -2.0043], [-4.0932, 3.1477, -1.4158], [-5.9547, 2.0142, -2.4656], [-5.6336, -0.0447, -3.7943], [-3.3903, -1.2009, -3.8501], [-0.5308, 2.6341, -5.2528], [-1.1644, 2.8806, -4.8702], [1.9938, 3.9598, -0.8012], [1.9334, 2.5340, -0.4523], [2.9846, 1.7499, -0.1771], [0.7548, 2.0009, -0.4068], [3.0445, 4.3151, -0.7824], [1.4078, 4.5574, -0.0825], [1.5716, 4.0833, -1.8166], [2.8402, 0.9298, 0.4060], [3.9282, 2.1023, -0.0335]], "lowdin_spin": [5.09, -0.03, -0.02, 0.00, 0.00, 0.00, 0.00, 0.00, 0.00, 0.00, 0.00, 0.00, 0.00, 0.00, 0.00, 0.00, -0.01, 0.00, 0.00, 0.00, 0.00, 0.00, 0.00, 0.00, 0.00, 0.00, 0.00, 0.00, 0.00, 0.00, 0.00, 0.00, 0.00, 0.00, 0.00, 0.00, 0.00, 0.00, 0.00, 0.00, 0.00, -0.01, 0.00, 0.00, 0.00, 0.00, 0.00], "total_charge": 2, "largest_force_ev_per_a": 3.74, "spin_multiplicity": 6, "homo_ha": [-0.5321, -0.5306], "de_lowest_kcal_mol": 1.2}


{"formula": "FH5N3P", "method": "ωB97M-V/def2-TZVPD", "species": ["N", "N", "N", "F", "P", "H", "H", "H", "H", "H"], "positions_angstrom": [[-2.1092, -0.5699, 0.3862], [0.4541, -1.2590, -0.2860], [0.0073, 1.3404, -0.2616], [2.7259, -0.2446, 0.3793], [-0.6518, -0.2426, 0.0536], [-2.7735, 0.2794, 0.4118], [0.0231, -2.1343, -0.0308], [2.0364, -0.7003, 0.0311], [-0.7316, 2.0811, -0.2473], [1.0193, 1.4497, -0.4363]], "lowdin_spin": [0.31, 0.17, 0.89, 0.01, 0.49, 0.01, 0.01, 0.00, 0.05, 0.04], "total_charge": 0, "largest_force_ev_per_a": 4.22, "spin_multiplicity": 3, "homo_ha": [-0.1988, -0.3504], "de_lowest_kcal_mol": 65.5}


{"formula": "C40H56BCsN12O3S2", "method": "ωB97M-V/def2-TZVPD", "species": ["Cs", "N", "C", "C", "N", "C", "C", "N", "C", "C", "N", "H", "H", "H", "H", "H", "H", "B", "N", "C", "C", "C", "N", "N", "C", "C", "C", "N", "H", "H", "H", "H", "H", "H", "H", "H", "C", "C", "C", "S", "O", "C", "C", "C", "H", "H", "H", "H", "H", "H", "H", "H", "H", "H", "H", "H", "H", "H", "C", "N", "C", "N", "S", "H", "H", "H", "H", "H", "H", "C", "C", "C", "C", "C", "C", "C", "C", "N", "C", "C", "C", "C", "H", "H", "H", "H", "H", "H", "H", "H", "H", "H", "H", "H", "H", "H", "H", "H", "H", "H", "O", "C", "N", "C", "O", "C", "C", "C", "C", "C", "C", "H", "H", "H", "H"], "positions_angstrom": [[1.1033, -0.8067, 1.0310], [3.5827, 0.7894, -2.4386], [3.1047, -0.2160, -3.2411], [1.9095, -0.5737, -2.7047], [1.6410, 0.1802, -1.5949], [2.6610, 0.9892, -1.4561], [2.8052, 2.0069, -0.4177], [2.2472, 1.9904, 0.7675], [2.6795, 3.1275, 1.4008], [3.4996, 3.8414, 0.5846], [3.5908, 3.1083, -0.5753], [4.5039, 1.1865, -2.4825], [3.6707, -0.6244, -4.0563], [1.2437, -1.3494, -3.0355], [2.3613, 3.3578, 2.4025], [3.9896, 4.7897, 0.7017], [4.0045, 3.4192, -1.4359], [-0.1919, -1.5476, 5.2438], [-1.4989, -1.4191, 4.4201], [-2.7301, -1.1180, 4.8608], [-3.5623, -0.9588, 3.7703], [-2.7174, -1.1793, 2.6725], [-1.4806, -1.4500, 3.0743], [0.7125, -0.2978, 4.9751], [1.9365, -0.3041, 4.4204], [2.3729, 1.0019, 4.3034], [1.3085, 1.7459, 4.8342], [0.3176, 0.9570, 5.2376], [-0.4929, -1.6136, 6.4176], [0.4475, -2.5057, 4.8635], [-2.9169, -1.0260, 5.9171], [-4.6115, -0.7189, 3.7646], [-2.9543, -1.1554, 1.6178], [2.4116, -1.2342, 4.1540], [3.3073, 1.3500, 3.8965], [1.2174, 2.8175, 4.9415], [-1.5548, 2.1811, 2.1251], [-2.0186, 3.6214, 1.9613], [-0.9102, 4.6191, 1.6446], [-0.1527, 4.4916, 0.0070], [0.7209, 5.7104, -0.0898], [-1.6600, 4.8328, -0.9602], [-1.3370, 5.6778, -2.1831], [-2.5900, 5.8969, -3.0236], [-2.3884, 1.5283, 2.3804], [-0.8192, 2.0960, 2.9275], [-1.1005, 1.7743, 1.2209], [-2.4825, 3.9505, 2.8959], [-2.8011, 3.6800, 1.2017], [-0.0707, 4.5040, 2.3341], [-1.2561, 5.6556, 1.6954], [-2.3973, 5.3282, -0.3240], [-2.0466, 3.8587, -1.2690], [-0.5837, 5.1678, -2.7855], [-0.9003, 6.6254, -1.8632], [-2.9577, 4.9448, -3.4086], [-2.3845, 6.5508, -3.8738], [-3.3887, 6.3536, -2.4337], [-1.5928, 2.2113, -6.7057], [-2.2468, 1.1813, -5.9381], [-1.9509, 0.9141, -4.6326], [-2.5706, -0.1358, -4.1059], [-0.8945, 1.8947, -3.7697], [-2.0525, 2.2365, -7.6939], [-0.5205, 2.0263, -6.8076], [-1.7142, 3.1831, -6.2280], [-2.8015, 0.5071, -6.4365], [-3.2715, -0.6287, -4.6361], [-2.5359, -0.4232, -3.1034], [-7.8091, -1.5065, -0.4158], [-6.5117, -0.7993, -0.7323], [-6.4587, 0.5877, -0.7069], [-5.2243, 1.2121, -0.9381], [-5.1187, 2.7171, -0.8979], [-4.1084, 0.4601, -1.2061], [-4.1150, -0.9752, -1.3131], [-5.3883, -1.5616, -1.0206], [-2.9531, -1.5417, -1.6406], [-2.6915, -2.9712, -1.7180], [-2.2657, -3.4673, -0.3258], [-1.4878, -3.1425, -2.6572], [-3.7964, -3.9085, -2.2454], [-8.6376, -0.7977, -0.3546], [-7.7483, -2.0341, 0.5402], [-8.0526, -2.2493, -1.1804], [-7.3430, 1.1734, -0.4779], [-6.0129, 3.1631, -0.4575], [-4.9938, 3.1331, -1.9014], [-4.2575, 3.0322, -0.3073], [-3.1519, 0.9542, -1.3483], [-5.5095, -2.6329, -1.0072], [-1.4362, -2.8474, 0.0139], [-1.9552, -4.5162, -0.3392], [-3.0777, -3.3478, 0.3944], [-0.6939, -2.4540, -2.3643], [-1.7619, -2.9195, -3.6902], [-1.0970, -4.1622, -2.6211], [-4.5838, -4.0731, -1.5144], [-3.3553, -4.8832, -2.4725], [-4.2464, -3.5162, -3.1612], [3.6468, -3.5696, -3.0342], [4.0608, -3.4215, -1.8925], [3.7903, -2.4018, -1.0300], [4.4950, -2.5913, 0.1134], [4.5073, -1.8572, 1.0965], [5.2954, -3.8777, 0.0170], [6.1434, -4.5146, 0.8971], [6.7203, -5.7149, 0.4807], [6.4444, -6.2409, -0.7784], [5.5845, -5.5815, -1.6575], [5.0224, -4.3981, -1.2304], [6.3445, -4.0952, 1.8747], [7.3894, -6.2495, 1.1448], [6.9025, -7.1778, -1.0740], [5.3581, -5.9790, -2.6391]], "lowdin_charge": [0.87, 0.11, -0.10, -0.16, -0.02, -0.33, -0.30, 0.04, -0.16, -0.10, 0.11, 0.14, 0.11, 0.10, 0.09, 0.11, 0.15, -0.45, -0.11, -0.12, -0.09, -0.20, 0.02, -0.11, -0.19, -0.12, -0.22, 0.06, 0.05, 0.06, 0.10, 0.08, 0.09, 0.10, 0.08, 0.08, -0.09, -0.28, -0.35, 0.90, -0.55, -0.36, -0.31, -0.11, 0.07, 0.06, 0.06, 0.11, 0.07, 0.08, 0.09, 0.09, 0.07, 0.10, 0.10, 0.06, 0.06, 0.07, -0.16, -0.09, -0.92, 0.11, 0.58, 0.07, 0.07, 0.05, 0.12, 0.10, 0.05, -0.08, -0.32, -0.08, -0.31, -0.06, -0.03, -0.32, -0.02, 0.01, -0.64, -0.05, -0.07, -0.07, 0.06, 0.07, 0.07, 0.09, 0.06, 0.07, 0.04, 0.10, 0.07, 0.05, 0.08, 0.07, 0.06, 0.07, 0.07, 0.05, 0.07, 0.08, 0.02, -0.47, 0.15, -0.49, -0.02, -0.10, -0.02, -0.10, -0.11, -0.03, -0.10, 0.11, 0.09, 0.09, 0.11], "total_charge": -2, "largest_force_ev_per_a": 0.92, "spin_multiplicity": 1, "homo_ha": -0.0516, "de_lowest_kcal_mol": 0.0}